1.
DFT (wB97M-V/def2-TZVPD) results for 5 unconnected molecules or ions with the total composition C48H59BF3N7O5S.

SMILES	C#CCCCc1c(CB(O)O)c(N)c(CC#C)c2c1Nc1c(OCCNC[C@@H](C)O)c(CCC(F)=C(F)F)cc(OCC)c1S2.c1cc[nH]c1.c1cc[nH]c1.c1cc[nH]c1.c1cc[nH]c1
LUMO level	-2.19	eV
multiplicity	1
highest occupied orbital energy	-7.453	eV

Atoms and positions in Å:
C  3.2627  2.3396  0.0444
C  3.2499  0.9951  -0.4217
C  3.0021  -0.6108  -0.8144
C  1.9345  -0.7665  -2.0556
C  0.3512  -0.7792  -1.5904
C  -0.1810  0.6737  -1.0014
C  -0.8593  1.8004  -2.0331
C  -0.9918  1.5077  -3.6488
B  -0.0376  2.4879  -4.5875
O  -0.3276  2.5909  -6.0527
O  1.1136  3.2838  -4.0986
C  -1.4390  3.2729  -1.5055
N  -2.0853  4.3079  -2.4276
C  -1.3217  3.7172  0.0971
C  -1.8663  5.1465  0.7076
C  -0.6248  6.1983  0.9081
C  0.2556  7.2598  1.2428
C  -0.6075  2.6215  1.0996
C  -0.0617  1.1197  0.6045
N  0.5565  0.1529  1.5887
C  -0.2837  -0.0515  2.8292
C  -0.6920  -1.5486  3.3741
O  -0.2333  -2.7061  2.5589
C  -1.3436  -3.2897  1.7848
C  -2.3459  -2.2002  1.0811
N  -3.5871  -1.8661  1.9313
C  -4.6099  -1.0900  1.1303
C  -5.1350  0.2978  1.8564
C  -6.7187  0.2555  2.2908
O  -4.3381  0.6731  3.0591
C  -1.5901  -1.6980  4.7398
C  -2.0299  -3.2106  5.2935
C  -3.6712  -3.2061  5.3575
C  -4.3743  -4.6685  5.1188
F  -5.5501  -5.0236  5.9945
C  -3.9804  -5.6894  4.1079
F  -4.5648  -5.5777  2.7195
F  -3.0561  -6.8297  4.4436
C  -2.1040  -0.3746  5.6240
C  -1.7187  1.1288  5.0965
O  -2.1021  2.4030  5.7840
C  -1.0854  2.4994  6.8771
C  0.0075  3.7141  6.6407
C  -0.8428  1.2521  3.7160
S  -0.3697  2.9466  2.9683
H  3.0453  3.3128  0.6916
H  2.7161  -1.2035  0.1570
H  4.0632  -1.0407  -1.1507
H  2.1735  -1.8211  -2.5615
H  2.0894  0.0266  -2.9227
H  -0.3416  -1.1669  -2.4817
H  0.2717  -1.6328  -0.7596
H  -2.1175  1.6722  -3.9660
H  -0.7076  0.3970  -3.9568
H  -1.0243  1.8892  -6.2645
H  0.8446  4.2517  -4.2836
H  -2.8878  4.7949  -1.9588
H  -2.4702  3.8466  -3.2846
H  -2.7146  5.6533  0.0372
H  -2.4021  4.9405  1.7538
H  0.9174  8.2022  1.5548
H  0.8296  -0.7567  1.1572
H  -0.8367  -3.8987  0.8919
H  -1.9790  -4.0746  2.3874
H  -1.8096  -1.2263  0.6817
H  -2.7892  -2.7333  0.1092
H  -3.9774  -2.7468  2.3389
H  -4.2070  -0.7657  0.0651
H  -5.5710  -1.7873  1.0408
H  -5.0035  1.2068  1.0963
H  -7.2523  -0.7568  2.0285
H  -6.8484  0.4323  3.4552
H  -7.3243  1.1186  1.7313
H  -4.6648  1.5802  3.3702
H  -1.6483  -4.0388  4.5524
H  -1.5310  -3.4571  6.3458
H  -3.9975  -2.7722  6.4205
H  -4.0833  -2.4252  4.5668
H  -2.7258  -0.5448  6.6126
H  -0.4441  1.4935  6.8937
H  -1.5880  2.6900  7.9391
H  0.7474  3.6706  7.5764
H  0.6989  3.5397  5.6866
H  -0.4796  4.7888  6.5944
N  5.2713  1.8093  -3.5113
C  5.6722  0.5941  -4.0024
C  6.9358  0.3359  -3.5198
C  7.3076  1.4311  -2.7041
C  6.2601  2.3248  -2.7143
H  4.3843  2.2554  -3.7058
H  5.0265  0.0195  -4.6529
H  7.5255  -0.5467  -3.7313
H  8.2389  1.5544  -2.1665
H  6.1346  3.2814  -2.2249
N  2.8275  -0.4680  4.2255
C  2.6817  0.3820  5.2908
C  3.3604  -0.1567  6.3611
C  3.9409  -1.3713  5.9242
C  3.5983  -1.5374  4.6009
H  2.4295  -0.3276  3.3060
H  2.1077  1.2940  5.1968
H  3.4308  0.2788  7.3493
H  4.5444  -2.0513  6.5114
H  3.8353  -2.3236  3.8966
N  -0.9726  -1.1175  -9.3897
C  -0.8130  0.0156  -10.1442
C  0.0345  0.8627  -9.4658
C  0.4037  0.2153  -8.2626
C  -0.2301  -1.0069  -8.2429
H  -1.5474  -1.9115  -9.6404
H  -1.3161  0.1224  -11.0959
H  0.3534  1.8409  -9.8018
H  1.0617  0.5990  -7.4936
H  -0.2175  -1.8047  -7.5123
N  4.4869  -3.3049  -5.1276
C  3.8820  -3.0826  -6.3372
C  2.8282  -3.9613  -6.4540
C  2.7928  -4.7369  -5.2705
C  3.8263  -4.3085  -4.4679
H  5.2939  -2.8060  -4.7762
H  4.2531  -2.3213  -7.0102
H  2.1568  -4.0349  -7.2996
H  2.0887  -5.5228  -5.0295
H  4.1481  -4.6319  -3.4869

***

2.
DFT (wB97M-V/def2-TZVPD) results for 14 unconnected molecules or ions with the total composition C48H59BN13O11.

charge	-1
LUMO level	1.96	eV
multiplicity	1
highest occupied orbital energy	-5.141	eV

Atoms and positions in Å:
N  -11.9223  -7.0445  19.8607
H  -12.6016  -6.3184  20.0379
H  -10.9720  -6.7636  20.0564
H  -11.9480  -7.3535  18.8995
H  -12.0581  -7.8590  20.4423
O  -14.9349  -7.5638  21.8764
C  -14.8748  -8.7404  21.6516
O  -15.1231  -9.7336  22.4565
B  -14.9398  -11.0318  21.7258
O  -14.6355  -10.6733  20.3012
C  -14.4883  -9.3328  20.2596
O  -14.2827  -8.6838  19.2731
O  -16.1060  -11.9830  21.8992
C  -15.7698  -12.9965  22.6552
O  -16.4413  -13.9483  23.0503
C  -14.2474  -12.8468  22.9471
O  -13.7921  -11.8030  22.2906
O  -13.5407  -13.4910  23.7209
N  -11.2183  -9.7400  21.5914
O  -11.1139  -9.7186  20.3416
O  -10.8806  -10.6763  22.2844
O  -11.6992  -8.7428  22.0763
N  -10.2715  -8.2671  17.1460
C  -10.0114  -6.9106  17.1699
C  -11.1856  -6.2146  17.0188
C  -12.1691  -7.1632  16.9186
C  -11.5871  -8.3947  16.9833
H  -9.5985  -8.9964  17.3338
H  -9.0053  -6.5445  17.3113
H  -11.2851  -5.1398  16.9837
H  -13.2084  -6.8698  16.9326
H  -11.8967  -9.4293  16.9808
N  -13.4887  -6.2918  24.1720
C  -14.0236  -5.2820  24.8911
C  -13.0957  -4.3386  25.1611
C  -11.8648  -4.7979  24.7224
C  -12.1207  -5.9955  24.1030
H  -13.9691  -7.1086  23.8226
H  -15.0964  -5.3411  25.0008
H  -13.3144  -3.5449  25.8602
H  -10.8742  -4.3857  24.8458
H  -11.4297  -6.7639  23.7892
N  -15.0077  -11.0741  14.7936
C  -15.0107  -10.3748  15.9486
C  -15.5639  -11.2006  16.9346
C  -15.8537  -12.4299  16.3625
C  -15.5785  -12.2483  15.0058
H  -14.6964  -10.6907  13.9125
H  -14.6548  -9.3551  15.9545
H  -15.7687  -10.9530  17.9658
H  -16.2714  -13.3285  16.7919
H  -15.8248  -12.8620  14.1518
N  -13.7653  -10.8276  25.8076
C  -13.0099  -10.1129  24.9227
C  -11.7343  -9.9351  25.4247
C  -11.7686  -10.3651  26.7375
C  -13.0073  -10.9830  26.9113
H  -14.7226  -11.1408  25.7326
H  -13.3833  -9.6812  24.0058
H  -10.9643  -9.3787  24.9108
H  -10.9126  -10.3681  27.3960
H  -13.3589  -11.5519  27.7593
N  -9.4148  -6.0232  21.9889
C  -9.0677  -7.2714  21.5923
C  -8.6015  -7.2652  20.2867
C  -8.6467  -5.8720  19.9109
C  -9.1636  -5.1314  20.9894
H  -9.7928  -5.8079  22.9004
H  -9.1142  -8.0719  22.3159
H  -8.3902  -8.0916  19.6242
H  -8.3117  -5.3889  19.0049
H  -9.4669  -4.0951  21.0093
N  -13.1030  -4.3656  21.6554
C  -13.9431  -4.7760  20.6381
C  -13.5024  -4.2188  19.4768
C  -12.2644  -3.6015  19.7497
C  -12.0600  -3.6961  21.0919
H  -13.1411  -4.6027  22.6364
H  -14.7274  -5.5081  20.7614
H  -14.0104  -4.3242  18.5296
H  -11.6154  -3.2274  18.9716
H  -11.2644  -3.3395  21.7293
N  -8.9629  -6.3997  12.1515
C  -9.6061  -7.0373  13.1480
C  -10.7521  -6.3350  13.4530
C  -10.7808  -5.1883  12.6516
C  -9.6714  -5.2612  11.8537
H  -8.0417  -6.6270  11.8055
H  -9.2085  -7.8688  13.7110
H  -11.4407  -6.6594  14.2192
H  -11.5336  -4.4171  12.5815
H  -9.3017  -4.5425  11.1373
N  -18.2726  -5.0767  18.2726
C  -16.9320  -5.2375  17.9823
C  -16.6325  -6.5819  18.2021
C  -17.8134  -7.2040  18.5037
C  -18.8633  -6.3526  18.5028
H  -18.8024  -4.2237  18.1635
H  -16.3413  -4.3790  17.6986
H  -15.6701  -7.0687  18.1451
H  -17.8522  -8.2719  18.6602
H  -19.9340  -6.4392  18.6150
N  -13.1149  -8.7370  12.8484
C  -12.2504  -9.4202  13.5867
C  -12.2011  -10.6591  13.0022
C  -13.1536  -10.7780  11.9798
C  -13.6724  -9.5002  11.9034
H  -13.3144  -7.7528  12.9561
H  -11.6798  -8.9747  14.3882
H  -11.5366  -11.4591  13.2936
H  -13.3011  -11.6141  11.3122
H  -14.3007  -9.0531  11.1472
N  -8.7478  -11.2373  16.6411
C  -7.9362  -10.7224  15.7379
C  -6.9341  -10.0127  16.3876
C  -7.2096  -9.9925  17.7091
C  -8.3379  -10.7561  17.8268
H  -9.5105  -11.8672  16.4372
H  -8.0884  -10.8850  14.6811
H  -6.1122  -9.4876  15.9237
H  -6.8116  -9.3715  18.4980
H  -8.8526  -10.9931  18.7462
N  -12.5092  -12.3096  16.7184
C  -11.9700  -13.2685  15.9222
C  -10.9776  -13.9194  16.5807
C  -10.8552  -13.2845  17.8297
C  -11.7974  -12.2477  17.8991
H  -13.2554  -11.6866  16.4444
H  -12.3305  -13.4208  14.9156
H  -10.5542  -14.8272  16.1768
H  -10.1917  -13.5664  18.6339
H  -12.1330  -11.6302  18.7192

***

3.
DFT (wB97M-V/def2-TZVPD) results for a molecular structure, C48H59N2OP2Sc.

energy above the lowest of the compared OMol25 structures with the same formula, charge and spin	0.00	kJ/mol
charge	+2
LUMO level	-4.84	eV
multiplicity	1
highest occupied orbital energy	-13.338	eV

Atoms and positions in Å:
Sc  0.0148  -0.0481  -1.2000
N  -1.9592  0.7695  -0.0621
C  -3.2750  0.5393  -0.6378
C  -4.4185  0.4810  0.1337
C  -5.6683  0.3116  -0.4258
C  -5.8119  0.1636  -1.7926
C  -4.6790  0.1869  -2.6011
C  -3.4309  0.3911  -2.0402
P  -1.9152  0.5348  -3.0588
C  -2.0129  -0.7318  -4.3286
C  -2.8358  -1.8709  -4.1712
C  -2.9177  -2.8601  -5.1419
C  -2.1086  -2.7227  -6.2948
C  -1.2942  -1.6179  -6.4709
C  -1.2006  -0.6543  -5.4895
C  -2.0749  2.1760  -3.8082
C  -2.0316  3.2927  -2.9092
C  -2.3355  4.5474  -3.3339
C  -2.6195  4.7483  -4.6763
C  -2.7015  3.6848  -5.5749
C  -2.4709  2.3700  -5.1440
H  -1.8962  0.3089  0.8448
H  -1.7713  1.7435  0.1355
H  -4.4191  0.6493  1.2076
H  -6.5380  0.1757  0.2444
H  -6.7775  0.0433  -2.2312
H  -4.7527  0.1393  -3.6687
H  -3.4076  -1.9520  -3.2748
H  -3.6069  -3.6598  -5.0208
H  -2.0757  -3.5521  -7.0423
H  -0.7304  -1.5681  -7.3784
H  -0.4966  0.1813  -5.5777
H  -1.7493  3.2007  -1.8790
H  -2.2935  5.4134  -2.6656
H  -2.8042  5.7517  -5.0380
H  -2.9409  3.8824  -6.6148
H  -2.5918  1.5276  -5.8389
N  0.3895  -1.9750  -2.1744
C  1.7292  -2.1507  -1.5960
C  1.9784  -3.3097  -0.8473
C  3.2118  -3.5162  -0.2902
C  4.2219  -2.5869  -0.4971
C  3.9840  -1.4334  -1.2423
C  2.7405  -1.1844  -1.8151
C  2.5617  0.0051  -2.7184
C  3.5337  0.3258  -3.6936
C  3.3715  1.4358  -4.4903
C  2.3628  2.3056  -4.2613
C  1.3887  2.0174  -3.3086
C  1.4497  0.8336  -2.5554
H  -0.1395  -2.8522  -2.1642
H  0.4195  -1.6834  -3.1436
H  1.1973  -4.0111  -0.7512
H  3.3964  -4.4304  0.2985
H  5.2182  -2.8148  -0.0721
H  4.7968  -0.7458  -1.4207
H  4.4086  -0.3062  -3.8627
H  4.0543  1.6470  -5.3057
H  2.2708  3.2191  -4.8617
H  0.5587  2.7085  -3.1336
O  0.8154  0.0762  0.6471
P  1.0251  -0.3428  2.1591
C  2.8110  -0.4825  2.3684
C  3.3650  -1.2399  3.5710
C  3.6991  -0.3889  4.7897
C  4.4897  0.8344  4.4023
C  3.7299  1.6699  3.3613
C  3.5174  0.8458  2.0670
C  -0.0377  0.7847  3.1750
C  -0.2536  2.2211  2.5566
C  0.3621  3.3270  3.3334
C  -0.0224  3.2986  4.7920
C  0.6009  2.0615  5.3642
C  0.0630  0.7834  4.7222
C  0.3826  -2.0550  2.3426
C  -0.6409  -2.5419  1.2972
C  -2.0821  -2.4265  1.7848
C  -2.3199  -3.3636  2.9272
C  -1.0676  -3.5451  3.7891
C  -0.2125  -2.2908  3.7878
H  2.9632  -1.0189  1.4575
H  4.2661  -1.7794  3.2663
H  2.6703  -2.0365  3.8812
H  4.2244  -1.0114  5.5197
H  2.7286  -0.1412  5.2401
H  5.4614  0.5743  3.9923
H  4.7032  1.3917  5.3312
H  4.2438  2.5728  3.1388
H  2.7776  1.9177  3.8074
H  4.4924  0.6201  1.6462
H  2.9891  1.4761  1.3396
H  -0.9438  0.2087  2.9537
H  -1.3192  2.3941  2.4783
H  0.0904  2.2110  1.5218
H  0.0963  4.2824  2.8919
H  1.4442  3.3071  3.2520
H  -1.0901  3.3135  4.8927
H  0.3471  4.1950  5.2856
H  0.3217  2.0272  6.4065
H  1.6687  2.1340  5.3245
H  -0.9281  0.6752  5.1703
H  0.6519  -0.1012  5.0748
H  1.2403  -2.7387  2.2646
H  -0.3977  -3.6145  1.0930
H  -0.4855  -2.0644  0.2957
H  -2.8234  -2.6397  1.0146
H  -2.3257  -1.3846  2.0877
H  -2.6068  -4.3437  2.5466
H  -3.2046  -3.0034  3.4808
H  -0.4643  -4.4454  3.4208
H  -1.3560  -3.8176  4.7947
H  0.6493  -2.3846  4.4792
H  -0.8151  -1.4752  4.1451

***

4.
DFT (wB97M-V/def2-TZVPD) results for a molecular structure, C48H60GeMoN2PSi4Te.

energy above the lowest of the compared OMol25 structures with the same formula, charge and spin	0.00	kJ/mol
charge	+1
LUMO level	-3.23	eV
multiplicity	1
highest occupied orbital energy	-10.046	eV

Atoms and positions in Å:
Mo  0.6236  -0.1181  -0.1260
C  4.9286  -0.7195  -1.8735
C  3.5790  -0.5023  -1.3926
N  2.5192  -0.3261  -1.0052
H  5.2891  -1.6684  -1.4765
H  5.5672  0.0939  -1.5322
H  4.9221  -0.7562  -2.9620
N  0.4347  -0.4528  1.7095
P  0.5476  -1.8724  2.4505
C  0.6906  -1.5778  4.2172
C  0.6136  -0.2719  4.6884
C  0.6908  -0.0261  6.0530
C  0.8469  -1.0796  6.9394
C  0.9242  -2.3864  6.4700
C  0.8435  -2.6370  5.1119
C  -0.8322  -3.0166  2.2906
C  -0.6615  -4.3774  2.5502
C  -1.7639  -5.2107  2.6479
C  -3.0382  -4.6965  2.4535
C  -3.2103  -3.3508  2.1638
C  -2.1116  -2.5079  2.0912
C  2.0278  -2.7711  1.9254
C  1.9954  -3.5050  0.7381
C  3.1466  -4.1126  0.2633
C  4.3391  -3.9854  0.9673
C  4.3781  -3.2514  2.1448
C  3.2242  -2.6481  2.6265
H  0.4957  0.5413  3.9835
H  0.6285  0.9893  6.4214
H  0.9069  -0.8871  8.0026
H  1.0429  -3.2073  7.1645
H  0.8965  -3.6578  4.7511
H  0.3283  -4.7874  2.7102
H  -1.6268  -6.2615  2.8686
H  -3.9003  -5.3481  2.5175
H  -4.2016  -2.9546  1.9956
H  -2.2473  -1.4526  1.8865
H  1.0682  -3.6082  0.1850
H  3.1060  -4.7019  -0.6446
H  5.2356  -4.4740  0.6066
H  5.3039  -3.1576  2.6971
H  3.2596  -2.0809  3.5486
C  2.8444  5.3388  1.6600
Si  2.4549  3.7268  0.7845
C  2.6792  2.3145  1.9975
C  3.6474  3.4832  -0.6497
Si  0.2630  3.9351  -0.0227
Te  -0.6366  1.8567  -1.1948
Si  -1.2964  4.3160  1.6852
C  -3.0107  3.8665  1.0774
C  -0.8353  3.2203  3.1381
C  -1.2409  6.1246  2.1770
Si  0.1388  5.3981  -1.8562
C  -1.6666  5.6413  -2.2923
C  0.9285  7.0326  -1.3855
C  1.0360  4.6417  -3.3204
H  3.8710  5.3446  2.0344
H  2.1789  5.4904  2.5131
H  2.7252  6.1944  0.9924
H  3.7340  2.2506  2.2817
H  2.3820  1.3396  1.6062
H  2.0955  2.4704  2.9063
H  4.6638  3.3499  -0.2683
H  3.6525  4.3406  -1.3245
H  3.3759  2.6019  -1.2377
H  -3.1201  2.7846  0.9793
H  -3.2333  4.3113  0.1058
H  -3.7601  4.2212  1.7901
H  -0.6538  2.1927  2.8093
H  -1.6457  3.2023  3.8717
H  0.0640  3.5810  3.6421
H  -1.5270  6.7678  1.3416
H  -0.2415  6.4240  2.4998
H  -1.9315  6.3236  3.0003
H  -2.2317  6.0553  -1.4545
H  -2.1317  4.6942  -2.5758
H  -1.7676  6.3298  -3.1349
H  0.5670  7.4051  -0.4251
H  0.7036  7.7885  -2.1422
H  2.0152  6.9410  -1.3216
H  0.5082  3.7609  -3.6920
H  2.0531  4.3404  -3.0646
H  1.0936  5.3681  -4.1354
C  -0.1932  -1.2895  -1.0624
Ge  -1.4086  -2.0931  -2.3765
C  -1.1173  -1.0197  -3.9663
C  -2.2001  -0.5895  -4.7289
C  -2.0040  0.2075  -5.8496
C  -0.7214  0.5839  -6.2171
C  0.3672  0.1634  -5.4636
C  0.1672  -0.6297  -4.3447
C  -0.8990  -3.9400  -2.6605
C  -1.1887  -4.8981  -1.6943
C  -0.8271  -6.2237  -1.8792
C  -0.1714  -6.6065  -3.0425
C  0.1189  -5.6618  -4.0158
C  -0.2439  -4.3340  -3.8255
C  -3.2450  -1.9155  -1.7794
C  -3.6787  -0.7973  -1.0691
C  -5.0122  -0.6570  -0.7147
C  -5.9314  -1.6395  -1.0625
C  -5.5119  -2.7581  -1.7685
C  -4.1763  -2.8923  -2.1268
H  -3.2093  -0.8673  -4.4448
H  -2.8547  0.5373  -6.4319
H  -0.5697  1.2084  -7.0880
H  1.3687  0.4605  -5.7488
H  1.0226  -0.9372  -3.7506
H  -1.7053  -4.6086  -0.7915
H  -1.0620  -6.9610  -1.1210
H  0.1041  -7.6424  -3.1941
H  0.6212  -5.9595  -4.9274
H  -0.0210  -3.6043  -4.5965
H  -2.9742  -0.0181  -0.7961
H  -5.3379  0.2216  -0.1716
H  -6.9726  -1.5312  -0.7870
H  -6.2247  -3.5242  -2.0464
H  -3.8637  -3.7709  -2.6811

***

| no. | electronic energy (hartree) |
| --- | --- |
| 1 | -3345.21679 |
| 2 | -3428.90067 |
| 3 | -3492.32714 |
| 4 | -5886.96162 |